Entry 1:
Formula: C27H26Br2N4O5Ti
Source: OMol25
Level of theory: ωB97M-V with the def2-TZVPD basis set

Each line ends with the Mulliken spin population.
Cartesian coordinates (Å):
Ti1 -1.189886 -1.185366 0.117309  1.092
C1 -4.400457 0.928290 1.111511  0.003
C2 -4.264192 -0.478010 0.532678  -0.005
C3 -5.586604 -1.008596 0.011349  -0.003
O1 -3.281237 -0.462001 -0.534156  0.013
C4 -3.653614 -1.388779 1.623926  0.016
O2 -4.360302 -2.004668 2.380861  -0.001
O3 -2.347723 -1.353328 1.664588  0.017
H1 -4.760575 1.623564 0.349571  0.000
H2 -3.445996 1.287473 1.496225  -0.002
H3 -5.120711 0.918523 1.928323  0.000
H4 -6.079193 -0.268376 -0.619810  0.000
H5 -6.235761 -1.237658 0.854017  0.000
H6 -5.434208 -1.921256 -0.561116  0.001
H7 -3.520799 0.205207 -1.188726  0.009
C5 -3.173758 -3.515517 -1.375780  -0.011
C6 -1.736207 -3.899511 -1.328492  0.295
C7 -1.277718 -5.099501 -1.830371  -0.102
C8 0.056171 -5.470182 -1.782253  0.402
C9 0.955442 -4.599602 -1.117331  -0.080
C10 2.337646 -4.836558 -0.932902  0.031
Br1 3.127709 -6.415069 -1.633663  0.003
C11 3.150758 -3.949320 -0.266716  -0.030
C12 2.598083 -2.783693 0.272958  0.053
Br2 3.726051 -1.579555 1.203115  0.004
C13 1.246911 -2.517628 0.157091  -0.050
O4 0.663100 -1.430096 0.644874  0.009
C14 0.442121 -3.404091 -0.585596  0.147
N1 -0.886333 -2.981902 -0.759032  0.058
H8 -3.758317 -4.281776 -1.884394  0.003
H9 -3.323985 -2.566032 -1.899579  0.020
H10 -3.588253 -3.394181 -0.369360  0.016
H11 -2.004759 -5.764247 -2.277383  -0.009
H12 0.401065 -6.403628 -2.196754  0.030
H13 4.205741 -4.146198 -0.152014  -0.001
C15 5.558351 1.255025 -0.077433  0.000
C16 4.533569 2.266371 0.331153  -0.001
C17 4.419078 3.488939 -0.320404  0.000
C18 3.441452 4.404627 0.034308  -0.001
C19 2.564545 4.117290 1.071799  0.000
N2 1.556171 5.063602 1.396858  0.000
C20 0.332658 4.793276 1.946327  0.000
O5 -0.273966 5.580101 2.638963  0.000
N3 -0.222660 3.553029 1.629547  0.000
C21 -0.158364 2.832552 0.446313  -0.008
C22 0.349540 3.313875 -0.764507  0.008
C23 0.388307 2.480994 -1.873541  0.013
C24 -0.093713 1.186454 -1.774561  0.030
N4 -0.599981 0.736285 -0.619235  0.001
C25 -0.616050 1.517852 0.461635  0.041
C26 2.691055 2.916749 1.762214  0.001
C27 3.656964 2.003186 1.379252  0.001
H14 6.221329 1.653895 -0.843368  0.000
H15 5.085488 0.356241 -0.473388  0.001
H16 6.170276 0.950053 0.770707  0.000
H17 5.095090 3.727422 -1.131309  0.000
H18 3.347977 5.339960 -0.502480  0.000
H19 1.841184 6.018651 1.562072  0.000
H20 -0.986895 3.332125 2.252953  0.000
H21 0.707481 4.327303 -0.838614  0.000
H22 0.794035 2.827772 -2.812534  0.001
H23 -0.070008 0.497709 -2.611624  0.000
H24 -0.973609 1.088174 1.399007  -0.015
H25 2.037020 2.689754 2.590783  0.000
H26 3.723444 1.064033 1.916144  0.000

Atoms 1-3, force components in eV/Å:
-0.62 -0.73 0.20
-0.05 -0.11 0.00
-0.15 0.02 0.08

Its total charge is 0. As for the multiplicity: 3. The calculation puts the LUMO energy (alpha / beta) at -0.46 / -0.50 eV. The HOMO energy (alpha / beta) comes out at -5.3 / -7.4 eV.

Entry 2:
Formula: C6H6O
Source: OMol25
Level of theory: ωB97M-V with the def2-TZVPD basis set

Each line ends with the natural charge from an NBO analysis.
Cartesian coordinates (Å):
C1 0.760944 2.418994 -0.589207  -0.210
C2 0.303488 1.309997 -0.480498  -0.019
C3 -0.272477 -0.014133 -0.358339  -0.330
C4 -1.637644 -0.623722 1.043508  -0.164
C5 -0.218060 -0.662565 1.119448  -0.001
O1 0.469840 -1.811336 0.632366  -0.519
C6 0.551658 -1.279871 -0.687046  -0.036
H1 1.168505 3.402453 -0.684191  0.245
H2 -1.275487 -0.054069 -0.814034  0.301
H3 -1.899202 0.398066 1.383894  0.137
H4 0.380411 -0.096009 1.840736  0.214
H5 1.584699 -1.054726 -0.976870  0.189
H6 0.083319 -1.933081 -1.429769  0.193

Atoms 1-3, force components in eV/Å:
-0.17 -0.47 0.06
0.17 0.48 -0.02
0.02 0.17 -0.23

Its total charge is 0. The calculation puts the LUMO energy at 0.50 eV. The HOMO energy comes out at -9.0 eV.

Entry 3:
Formula: C2H7NS2
Source: OMol25
Level of theory: ωB97M-V with the def2-TZVPD basis set

Each line ends with the natural charge from an NBO analysis.
Cartesian coordinates (Å):
S1 1.987615 1.070880 -0.377610  -0.137
S2 0.541120 1.257427 1.065108  -0.119
H1 3.054262 0.969012 0.429928  0.123
H2 0.351872 -0.043451 1.322186  0.135
C1 -1.787942 -2.515563 0.133841  -0.451
C2 -1.716670 -0.745350 -1.373032  -0.055
N1 -1.729358 -1.082788 -0.168391  -0.398
H3 -2.491118 -3.005373 -0.549829  0.180
H4 -0.783774 -2.914081 0.023586  0.208
H5 -2.193964 -2.662627 1.132097  0.203
H6 -1.533074 0.301776 -1.612139  0.174
H7 -1.909736 -1.429419 -2.211575  0.136

Atoms 1-3, force components in eV/Å:
0.03 -0.08 -0.01
0.05 0.14 0.11
0.05 0.05 -0.03

As for the structure (SMILES): C=NC.SS. Its total charge is 0. The calculation puts the LUMO energy at 0.55 eV. The HOMO energy comes out at -9.2 eV.

Entry 4:
Formula: C11H20N3O3S
Source: OMol25
Level of theory: ωB97M-V with the def2-TZVPD basis set

Each line ends with the natural charge from an NBO analysis.
Cartesian coordinates (Å):
O1 -1.034950 -4.338277 2.404898  -0.659
O2 -1.583799 -0.583074 -0.579982  -0.733
O3 -0.341435 3.423372 -1.359408  -0.683
S1 2.487952 -1.948908 0.873149  -0.648
C1 -1.833321 -3.875495 1.535810  0.669
C2 -0.472946 -0.702862 0.025928  0.666
C3 -0.375959 2.337223 -0.741326  0.682
N1 -0.787836 2.313447 0.514136  -0.599
N2 -1.482530 -2.804054 0.775378  -0.599
N3 0.512496 0.047681 -0.162334  -0.663
C4 -3.276016 -4.339192 1.323057  -0.711
C5 -1.804690 3.284249 1.134569  -0.402
C6 2.347843 2.478001 -2.633032  -0.606
C7 2.569624 2.475192 -0.130029  -0.615
C8 0.903636 -2.821729 0.323619  -0.495
C9 2.049788 1.662836 -1.405097  -0.200
C10 -0.243239 -1.989545 0.878630  -0.184
C11 0.572918 1.108834 -1.237041  -0.103
H1 -0.598087 1.535498 1.083597  0.405
H2 -2.064406 -2.625190 0.026646  0.404
H3 1.389691 -0.337938 0.195723  0.441
H4 -4.017263 -3.587175 1.317167  0.220
H5 -3.360638 -4.745900 0.333807  0.221
H6 -3.474363 -4.992589 2.173548  0.234
H7 -1.579252 4.346886 1.007068  0.213
H8 -1.959333 3.014052 2.106861  0.195
H9 -2.748640 3.028323 0.701080  0.199
H10 2.372023 3.560466 -2.492886  0.211
H11 3.394969 2.085007 -2.816593  0.201
H12 1.698356 2.163260 -3.430537  0.209
H13 2.525860 1.839984 0.709933  0.219
H14 1.914495 3.314879 -0.110908  0.210
H15 3.566399 2.824741 -0.311667  0.200
H16 0.672298 -2.915714 -0.805455  0.167
H17 0.931015 -3.901254 0.620900  0.227
H18 2.730770 0.729170 -1.528469  0.221
H19 0.207574 -1.787590 1.865592  0.262
H20 0.190998 0.723384 -2.186331  0.227

Atoms 1-3, force components in eV/Å:
-2.51 0.59 -1.86
1.31 0.17 0.97
-0.88 -1.67 -0.20

As for the structure (SMILES): CNC(=O)[C@H](NC(=O)[C@H](C[S-])NC(C)=O)C(C)C. Its total charge is -1. The calculation puts the LUMO energy at 2.99 eV. The HOMO energy comes out at -3.6 eV.

Entry 5:
Formula: CH8NO2
Source: OMol25
Level of theory: ωB97M-V with the def2-TZVPD basis set

Each line ends with the natural charge from an NBO analysis.
Cartesian coordinates (Å):
C1 -0.860202 -0.349574 -1.315881  0.163
N1 0.119226 -1.079996 -0.976114  -0.569
H1 -1.901247 -0.661503 -1.322862  0.238
H2 -0.776118 0.697468 -1.596275  0.223
H3 1.050922 -0.674013 -0.853218  0.473
H4 -0.089473 -2.042579 -0.710670  0.445
H5 1.517744 0.813039 1.489198  0.504
H6 2.476921 1.129950 0.224446  0.500
O1 1.880947 0.489501 0.644078  -0.990
H7 -0.738438 1.042291 1.051749  0.466
H8 -1.564251 0.431292 2.084557  0.494
O2 -1.116027 0.204126 1.280989  -0.947

Atoms 1-3, force components in eV/Å:
-0.74 0.72 0.03
-0.79 0.01 -0.35
0.33 -0.72 0.02

Its total charge is +1. The calculation puts the LUMO energy at -4.93 eV. The HOMO energy comes out at -16.1 eV.

Entry 6:
Formula: C2H8NO2
Source: OMol25
Level of theory: ωB97M-V with the def2-TZVPD basis set

Each line ends with the natural charge from an NBO analysis.
Cartesian coordinates (Å):
C1 -1.357981 0.298949 -0.126388  -0.031
O1 -0.326174 0.706661 -0.867310  -0.963
C2 -0.920466 -0.880331 0.753975  -0.236
N1 0.530032 -0.921248 0.841223  -0.891
H1 -2.336799 -0.085650 -0.583232  0.063
H2 -1.779603 1.141898 0.514116  0.064
H3 -1.306250 -1.832776 0.358335  0.148
H4 -1.403854 -0.834050 1.838335  0.132
H5 0.867186 -0.243935 1.498393  0.329
H6 0.621763 -0.494506 -0.066842  0.391
H7 1.731485 1.183518 -1.150344  0.520
H8 3.001398 0.675985 -1.779699  0.446
O2 2.679266 1.285479 -1.230558  -0.974

Atoms 1-3, force components in eV/Å:
-1.30 0.71 0.77
-0.01 0.29 -1.49
-1.34 -0.67 3.40

Its total charge is -1. The calculation puts the LUMO energy at 4.40 eV. The HOMO energy comes out at -3.0 eV.

Entry 7:
Formula: C4H8NO3S
Source: OMol25
Level of theory: ωB97M-V with the def2-TZVPD basis set

Each line ends with the natural charge from an NBO analysis.
Cartesian coordinates (Å):
C1 2.505328 -0.370125 3.075502  -1.075
C2 0.703591 -0.261945 0.300318  0.840
C3 -0.821725 0.514801 -2.350117  -0.630
C4 -0.262924 1.274085 -1.197912  -0.059
N1 1.841796 -0.831121 0.470252  -0.914
O1 -0.353485 -0.426903 0.819175  -0.727
O2 3.312348 -2.589771 1.525750  -0.950
O3 0.833077 0.645362 -0.682118  -0.523
S1 2.249670 -1.597246 1.851230  1.782
H1 2.570819 -1.146122 3.969064  0.153
H2 1.509657 0.070849 3.240127  0.195
H3 -0.043162 0.324829 -3.084813  0.200
H4 -1.124126 -0.504660 -2.004612  0.214
H5 -1.716668 0.941958 -2.902719  0.192
H6 -1.048892 1.377537 -0.519509  0.186
H7 0.038980 2.340857 -1.533268  0.151
H8 1.105754 -2.280996 2.242288  -0.035

Atoms 1-3, force components in eV/Å:
0.39 -3.03 1.03
0.38 0.56 -0.63
-1.07 -1.52 -1.46

As for the structure (SMILES): C=[S@H]([O-])=NC(=O)OCC. Its total charge is -1. The calculation puts the LUMO energy at 3.64 eV. The HOMO energy comes out at -4.2 eV.

Entry 8:
Formula: C32H82N9O6Si
Source: OMol25
Level of theory: ωB97M-V with the def2-TZVPD basis set

Each line ends with the Mulliken charge.
Cartesian coordinates (Å):
C1 -6.373150 2.131414 -0.385586  -1.609
C2 -5.007350 1.676266 0.137734  0.218
C3 -3.974046 1.878043 -0.957392  -0.991
C4 -2.601332 1.275722 -0.615935  0.033
C5 -1.975527 1.836927 0.648489  -1.456
N1 -1.697430 1.471607 -1.769310  0.599
C6 -1.300241 0.559040 -2.629876  -0.105
N2 -0.503149 1.065280 -3.560557  -0.625
C7 -0.392303 2.354490 -3.256158  0.600
N3 0.313443 3.263117 -3.918430  -0.036
C8 1.057149 2.919422 -5.115971  -0.550
C9 2.263644 3.833016 -5.226164  -0.450
O1 1.924759 5.164487 -4.881086  -0.494
Si1 1.425717 6.252411 -6.070173  0.419
C10 0.032664 7.245206 -5.292359  -1.006
C11 2.808126 7.432221 -6.508759  -1.016
C12 0.881600 5.429065 -7.656371  -1.138
N4 -1.123556 2.635005 -2.148026  -0.362
H1 -6.638188 1.578308 -1.286165  0.350
H2 -6.337368 3.180366 -0.682167  0.453
H3 -7.148316 2.002964 0.363695  0.371
H4 -5.084155 0.620806 0.389730  0.139
H5 -4.770351 2.291524 1.002274  0.321
H6 -3.824543 2.937331 -1.188460  0.376
H7 -4.287933 1.398991 -1.887463  0.385
H8 -2.701189 0.198440 -0.501341  0.232
H9 -1.155926 1.207784 0.989894  0.117
H10 -2.721468 1.799441 1.436557  0.652
H11 -1.624420 2.863270 0.556377  0.375
H12 -1.611440 -0.467015 -2.545797  0.474
H13 0.303677 4.219587 -3.603769  0.179
H14 0.413429 3.053020 -5.988849  0.157
H15 1.357249 1.876719 -5.117678  0.411
H16 2.727684 3.749383 -6.208705  0.330
H17 3.016399 3.492949 -4.510982  0.425
H18 -0.411448 6.645377 -4.495700  0.243
H19 0.471545 8.114009 -4.805631  0.317
H20 -0.727494 7.533657 -6.010834  0.354
H21 2.356599 8.242635 -7.080455  0.306
H22 3.516740 6.927247 -7.164225  0.317
H23 3.301424 7.814264 -5.620183  0.305
H24 0.035855 4.752407 -7.544616  0.365
H25 0.554212 6.230751 -8.320609  0.412
H26 1.692588 4.918602 -8.173470  0.341
H27 -1.241611 3.505346 -1.657657  0.267
C13 -6.049819 -3.066512 -0.698482  -1.585
C14 -6.724033 -2.585081 0.582224  0.795
C15 -8.088974 -3.230048 0.853528  -0.842
O2 -9.141900 -2.730046 0.058588  -0.386
C16 -9.249254 -3.288197 -1.238732  -0.628
N5 -6.805904 -1.118380 0.558317  -0.362
H28 -6.490770 -2.610715 -1.584942  0.412
H29 -4.991523 -2.799809 -0.687691  0.266
H30 -6.119431 -4.150247 -0.799610  0.402
H31 -6.074076 -2.867839 1.416689  -0.323
H32 -8.371031 -3.000063 1.884238  0.366
H33 -8.031871 -4.323241 0.772134  0.470
H34 -8.969272 -4.345342 -1.243940  0.297
H35 -8.638168 -2.744324 -1.963559  0.212
H36 -10.290468 -3.202529 -1.545280  0.273
H37 -7.147090 -0.794100 1.460006  0.312
H38 -7.547855 -0.865848 -0.090371  0.281
C17 3.492913 1.995943 2.543904  -1.382
C18 2.578964 3.063004 3.136223  0.373
C19 1.137035 2.950469 2.630396  -0.562
O3 0.907309 3.419574 1.309655  -0.468
C20 1.316575 2.551695 0.273575  -0.042
N6 3.167915 4.385266 2.917406  -0.745
H39 3.798947 2.227436 1.523435  0.250
H40 4.403456 1.905280 3.134654  0.415
H41 2.994379 1.023258 2.537595  0.170
H42 2.536939 2.895481 4.215960  0.498
H43 0.495009 3.566285 3.264016  0.389
H44 0.782208 1.914212 2.722392  0.272
H45 1.221490 1.497615 0.554193  0.014
H46 2.342294 2.760428 -0.038604  0.397
H47 0.661684 2.749184 -0.573613  -0.187
H48 2.626348 5.087669 3.412742  0.286
H49 3.057128 4.624684 1.935976  0.315
C21 -2.445622 -2.770839 4.764075  -1.355
C22 -3.508172 -2.815241 3.670944  0.398
C23 -3.521021 -4.120426 2.864149  -0.560
O4 -2.479941 -4.238653 1.915828  -0.380
C24 -1.231157 -4.676920 2.429568  -0.428
N7 -3.347359 -1.642535 2.804804  -0.569
H50 -1.451632 -2.585770 4.355656  -0.068
H51 -2.662801 -1.964300 5.463736  0.452
H52 -2.417733 -3.705979 5.325748  0.395
H53 -4.484164 -2.738608 4.159903  0.453
H54 -4.444709 -4.147807 2.278658  0.127
H55 -3.536265 -4.994362 3.527942  0.449
H56 -1.366071 -5.396092 3.242547  0.333
H57 -0.617927 -3.841457 2.774286  0.136
H58 -0.700321 -5.169245 1.615259  0.353
H59 -4.116604 -1.600675 2.139612  0.152
H60 -2.526484 -1.816319 2.229339  0.280
C25 2.514004 -2.020497 2.031702  -1.455
C26 2.152338 -2.078246 3.513507  0.247
C27 3.274962 -2.619387 4.408544  -0.897
O5 3.455163 -4.016248 4.347929  -0.426
C28 4.223198 -4.477032 3.249160  -0.593
N8 0.904877 -2.835146 3.668086  -0.494
H61 2.470954 -3.001694 1.560584  0.412
H62 1.806323 -1.380209 1.501153  0.171
H63 3.515680 -1.611838 1.881120  0.312
H64 1.958414 -1.052137 3.843888  0.288
H65 3.010159 -2.405640 5.447399  0.411
H66 4.222768 -2.102339 4.204776  0.443
H67 5.015223 -3.772003 2.981913  0.214
H68 3.587380 -4.668601 2.379923  0.187
H69 4.684365 -5.420310 3.537564  0.371
H70 0.598848 -2.778594 4.635557  0.281
H71 1.126211 -3.818766 3.533922  0.392
C29 8.485217 -2.337914 -1.102806  -1.430
C30 7.531428 -3.491823 -0.807805  0.250
C31 6.625285 -3.255945 0.409101  -0.488
O6 7.265090 -3.406584 1.662227  -0.367
C32 8.006902 -2.280025 2.096341  -0.744
N9 8.306177 -4.728859 -0.696643  -0.712
H72 9.335177 -2.329268 -0.421900  0.299
H73 8.884178 -2.433793 -2.111779  0.357
H74 7.977035 -1.373813 -1.030165  0.340
H75 6.867343 -3.594617 -1.671815  0.414
H76 5.836728 -4.014216 0.394441  0.299
H77 6.127649 -2.277157 0.350064  0.353
H78 7.531984 -1.344046 1.787023  0.327
H79 9.033988 -2.308240 1.727803  0.260
H80 8.041675 -2.311823 3.185048  0.270
H81 7.674564 -5.520945 -0.622012  0.273
H82 8.796967 -4.713088 0.193236  0.310

Atoms 1-3, force components in eV/Å:
0.27 0.04 -0.14
-0.56 0.46 -0.71
0.78 -0.23 -0.02

Its total charge is +1. The calculation puts the LUMO energy at -2.32 eV. The HOMO energy comes out at -10.6 eV.

Energy relative to the best compared isomer or geometry (same formula, charge and spin), respectively: 0.000; 6.655; 1.098; 0.762; 0.799; 1.053; 3.452; 0.000 eV.